Record 1
The following is a quantum chemistry calculation of a 16-piece molecular cluster, C64H128O48 overall in a non-equilibrium geometry, from the OMol25 dataset.

Last column: Mulliken charge in e.
Atoms and positions in Å:
C1 -2.9115 3.6144 0.7927  -0.50
C2 -4.3300 3.0931 0.6798  -0.71
O1 -4.5393 2.1672 1.8175  0.02
C3 -5.7236 2.1325 2.4145  0.56
O2 -6.6030 2.9282 2.3018  -0.61
O3 -5.7228 1.1882 3.3386  0.01
C4 -6.9656 1.2094 4.1796  -0.86
H1 -2.2160 2.7855 0.5972  -0.03
H2 -2.6181 4.0299 1.7593  0.39
H3 -2.8822 4.4443 0.0572  0.27
H4 -4.4167 2.5871 -0.3326  0.17
H5 -5.1991 3.7984 0.8191  0.49
H6 -7.7783 1.4004 3.4857  0.38
H7 -6.8368 2.0127 4.8578  0.31
H8 -6.9000 0.2081 4.6082  0.20
C5 -4.5580 -9.5285 4.5773  -1.08
C6 -3.2905 -8.9966 3.9718  -0.35
O4 -3.2812 -7.5313 3.8326  0.00
C7 -3.1705 -6.8564 5.0517  0.23
O5 -3.3521 -7.2731 6.1799  -0.61
O6 -2.9402 -5.5841 4.7539  0.33
C8 -2.9428 -4.6546 5.8333  -0.91
H9 -4.7103 -9.6087 5.6327  0.31
H10 -4.5332 -10.5844 4.1834  0.35
H11 -5.4815 -9.0598 4.1263  0.25
H12 -3.0763 -9.3527 2.9278  0.34
H13 -2.4087 -9.3847 4.4899  0.36
H14 -3.2481 -3.7097 5.3623  0.14
H15 -1.9269 -4.4868 6.1070  0.26
H16 -3.5921 -4.9437 6.7028  0.42
C9 8.0772 -0.6300 -3.6266  -0.78
C10 7.5686 -2.0347 -3.3661  -0.26
O7 6.1289 -2.0865 -3.5890  -0.46
C11 5.3458 -1.4450 -2.6712  0.70
O8 5.7340 -0.8077 -1.7590  -0.43
O9 4.0820 -1.6984 -3.0516  -0.57
C12 3.1024 -1.1052 -2.1522  0.26
H17 7.6498 -0.2531 -4.5636  0.20
H18 9.1635 -0.5595 -3.6799  0.43
H19 7.7151 0.0977 -2.8705  0.08
H20 7.7209 -2.4037 -2.3670  0.30
H21 7.9436 -2.7707 -4.0826  0.30
H22 3.1372 -0.0196 -2.0904  0.16
H23 3.2683 -1.4604 -1.1483  -0.14
H24 2.1287 -1.3617 -2.5437  0.23
C13 2.6882 -3.8754 0.2684  0.14
C14 2.6432 -5.4042 0.5288  -0.56
O10 1.5126 -5.7364 1.3501  -0.37
C15 1.4546 -5.5201 2.6960  0.72
O11 2.2532 -4.8968 3.3121  -0.54
O12 0.3382 -6.0770 3.1507  -0.39
C16 0.2166 -5.9276 4.6523  0.00
H25 3.6066 -3.6101 -0.2939  0.20
H26 2.7022 -3.2886 1.1790  -0.16
H27 1.9222 -3.3688 -0.3544  0.04
H28 3.5061 -5.6587 1.1519  0.33
H29 2.5635 -5.9878 -0.3997  0.30
H30 -0.4877 -6.6778 4.9008  0.20
H31 -0.1990 -4.8884 4.7974  -0.29
H32 1.1967 -6.0175 5.0929  0.31
C17 -1.8257 5.6443 -2.9229  -1.22
C18 -0.6087 6.1149 -2.1547  0.50
O13 0.2090 6.9014 -3.0274  -0.22
C19 1.3341 7.4104 -2.5717  0.70
O14 1.7363 7.3028 -1.4370  -0.60
O15 1.9792 7.9970 -3.6049  -0.30
C20 3.2267 8.5459 -3.2122  -0.72
H33 -2.0703 6.4227 -3.6242  0.28
H34 -2.5382 5.3722 -2.1706  0.46
H35 -1.5287 4.7795 -3.5478  -0.01
H36 0.0037 5.2520 -1.9070  -0.57
H37 -0.9011 6.6530 -1.2618  0.80
H38 3.6485 9.1301 -4.0321  0.30
H39 3.9823 7.7957 -2.8831  0.16
H40 3.2061 9.2856 -2.4464  0.40
C21 -4.8801 -3.5860 -7.0496  -1.01
C22 -3.8497 -2.4939 -7.3393  -0.34
O16 -3.0400 -2.4632 -6.1692  -0.21
C23 -1.9842 -1.6086 -6.2740  0.82
O17 -1.7242 -0.9053 -7.2449  -0.63
O18 -1.3230 -1.7268 -5.1197  -0.28
C24 -0.0819 -1.1097 -5.0799  -0.35
H41 -4.3829 -4.5124 -7.0127  0.32
H42 -5.6805 -3.6324 -7.7977  0.40
H43 -5.3423 -3.3631 -6.0692  0.11
H44 -4.1991 -1.5071 -7.5366  0.37
H45 -3.3019 -2.8058 -8.2097  0.32
H46 0.2568 -0.7955 -4.0812  -0.22
H47 -0.0859 -0.1529 -5.6603  0.32
H48 0.6347 -1.8867 -5.4215  0.40
C25 3.7293 -4.8377 7.2039  -1.24
C26 3.1139 -3.4544 7.1586  -0.13
O19 3.1232 -2.9582 5.7736  -0.36
C27 1.9876 -2.4960 5.2298  0.15
O20 0.8784 -2.6354 5.6832  -0.36
O21 2.2457 -1.8498 4.1126  0.67
C28 3.5820 -1.9590 3.5728  -0.55
H49 3.8781 -5.0443 8.2684  0.44
H50 4.6310 -4.9292 6.6457  0.31
H51 2.9359 -5.5674 6.8496  0.18
H52 3.7703 -2.7299 7.6275  0.35
H53 2.1063 -3.5059 7.4901  0.20
H54 3.9175 -2.9763 3.3335  0.37
H55 4.3305 -1.4430 4.2420  0.25
H56 3.5587 -1.4209 2.6031  -0.11
C29 1.3727 6.0009 -6.0401  -1.54
C30 1.2717 4.6886 -5.3017  1.57
O22 2.4140 3.8433 -5.6306  -0.51
C31 2.1679 2.5445 -5.5026  0.74
O23 1.1018 2.1138 -5.1897  -0.40
O24 3.2856 1.8408 -5.8136  -0.33
C32 3.2188 0.3965 -5.7594  -0.86
H57 2.1398 6.6878 -5.7288  0.31
H58 0.3742 6.5008 -5.9842  0.22
H59 1.5896 5.8766 -7.1308  0.39
H60 0.3413 4.2185 -5.6084  -0.26
H61 1.2379 4.7400 -4.2021  -0.30
H62 3.3952 0.1124 -4.7448  0.23
H63 3.9955 0.0029 -6.3526  0.35
H64 2.2341 0.1029 -6.1170  0.30
C33 -6.6329 -4.8167 3.5793  -1.12
C34 -6.5990 -3.3514 2.9920  -0.39
O25 -5.3262 -3.1454 2.5064  0.22
C35 -5.2247 -2.0220 1.7249  -0.02
O26 -6.1605 -1.3398 1.4577  -0.56
O27 -3.9735 -1.8768 1.4095  0.60
C36 -3.7352 -0.7720 0.5167  -0.73
H65 -7.6104 -5.2559 3.4293  0.43
H66 -6.1631 -4.8295 4.5661  0.25
H67 -6.0447 -5.4659 2.8882  0.20
H68 -6.8525 -2.6596 3.7293  0.19
H69 -7.2961 -3.3244 2.1674  0.35
H70 -3.1736 -1.1548 -0.3504  -0.15
H71 -3.0712 -0.0721 1.0445  -0.08
H72 -4.6095 -0.2789 0.2700  0.83
C37 -5.8445 -2.7216 -2.9817  -1.36
C38 -4.4259 -3.0255 -2.5652  0.12
O28 -4.4482 -3.9292 -1.4300  -0.37
C39 -3.3653 -3.9726 -0.6155  0.57
O29 -2.3937 -3.2091 -0.7636  -0.32
O30 -3.5072 -4.9938 0.2014  -0.40
C40 -2.5563 -5.2286 1.1739  0.07
H73 -6.4820 -3.5931 -3.2007  0.30
H74 -5.7410 -2.0952 -3.8425  0.40
H75 -6.3539 -2.1541 -2.1759  0.28
H76 -3.8367 -2.1635 -2.4235  0.21
H77 -3.9259 -3.5258 -3.4472  0.26
H78 -1.6152 -5.0424 0.6583  0.30
H79 -2.5768 -6.2983 1.5015  0.04
H80 -2.6415 -4.5847 2.0418  -0.13
C41 1.0486 4.7456 0.8502  0.01
C42 2.1878 5.6850 1.2467  -0.86
O31 3.5492 5.0722 1.3137  -0.25
C43 4.0615 4.8575 2.5536  0.77
O32 3.4860 4.9621 3.6144  -0.60
O33 5.4122 4.7121 2.3734  -0.32
C44 6.0889 4.1773 3.5126  -0.60
H81 0.0514 5.2019 0.6946  0.29
H82 0.9788 3.9531 1.6116  0.09
H83 1.1244 4.0690 0.0234  -0.15
H84 1.9180 6.0736 2.2028  0.63
H85 2.2582 6.5448 0.5617  0.22
H86 5.4845 3.3736 3.9190  0.19
H87 6.2533 4.9056 4.2836  0.32
H88 7.0665 3.9032 3.1347  0.24
C45 3.3700 4.4744 -2.0315  0.85
C46 4.3303 4.4689 -3.1773  -0.73
O34 4.7160 3.1737 -3.4769  0.36
C47 5.4627 2.8644 -4.5045  0.24
O35 5.8755 1.7735 -4.7670  -0.49
O36 5.6692 3.9735 -5.2981  -0.35
C48 6.3076 3.7685 -6.5397  -0.71
H89 3.8269 4.0701 -1.1533  0.04
H90 2.4709 3.8459 -2.1478  -0.36
H91 3.0786 5.4796 -1.8599  -0.25
H92 5.1337 5.1783 -2.8773  0.36
H93 3.8914 4.9233 -4.0451  0.23
H94 6.3144 4.6868 -7.0767  0.24
H95 5.8090 2.9312 -7.0595  0.24
H96 7.3516 3.4871 -6.2755  0.30
C49 -2.6015 2.2402 -4.7878  -0.49
C50 -2.3168 2.7466 -6.2052  -0.33
O37 -2.1843 4.2318 -6.0609  -0.29
C51 -3.3219 4.8375 -6.1672  0.73
O38 -4.4381 4.4137 -6.3109  -0.60
O39 -3.0155 6.1110 -5.9943  -0.28
C52 -4.0469 7.0767 -6.0092  -0.85
H97 -2.6648 1.1330 -4.8303  0.10
H98 -3.4849 2.7404 -4.4373  0.59
H99 -1.7707 2.5301 -4.0935  -0.18
H100 -3.1186 2.4937 -6.9076  0.52
H101 -1.3124 2.4518 -6.5938  0.15
H102 -4.6597 7.0900 -5.1184  0.31
H103 -4.7605 6.9846 -6.8060  0.37
H104 -3.4853 7.9998 -6.0472  0.26
C53 6.2758 0.9043 0.7231  -1.71
C54 4.8365 1.2957 0.7538  1.53
O40 4.3353 1.2702 2.1128  -0.40
C55 2.9888 1.2248 2.2717  0.62
O41 2.1531 0.9729 1.4082  0.21
O42 2.7124 1.3882 3.5743  -0.59
C56 1.2170 1.3406 3.8156  -0.62
H105 6.5708 0.9713 -0.2872  0.40
H106 6.4850 -0.0911 1.0527  0.39
H107 6.8449 1.6560 1.2789  0.29
H108 4.2602 0.6285 0.1650  -0.57
H109 4.6299 2.2678 0.3290  -0.21
H110 0.8001 0.3072 3.5805  0.24
H111 0.6928 1.9905 3.1444  0.03
H112 1.2421 1.6842 4.8094  0.35
C57 -1.1673 -2.1906 2.9408  0.46
C58 -0.3221 -2.0024 1.7098  0.21
O43 -0.6609 -0.6614 1.0929  0.68
C59 0.0593 -0.4351 0.0356  -0.46
O44 0.8571 -1.1640 -0.4882  -0.34
O45 -0.2265 0.8074 -0.4450  0.07
C60 0.6962 1.3550 -1.3297  1.79
H113 -2.1660 -2.1646 2.6094  -0.81
H114 -1.0365 -1.4304 3.6913  -0.20
H115 -1.0044 -3.2429 3.3132  -0.60
H116 -0.3498 -2.7435 0.9241  0.75
H117 0.7379 -1.9242 2.0219  -0.29
H118 0.8000 0.7174 -2.1888  -0.70
H119 1.7093 1.4025 -0.8815  -0.50
H120 0.3863 2.3745 -1.5176  -0.23
C61 0.0750 -1.4925 9.1388  -1.23
C62 -1.1048 -1.6631 8.1525  0.48
O46 -1.0809 -0.6302 7.2074  -0.33
C63 -2.1549 -0.5365 6.3804  0.98
O47 -3.1429 -1.2319 6.5158  -0.69
O48 -2.0370 0.4699 5.5403  -0.40
C64 -3.1409 0.7042 4.6126  -0.71
H121 0.0556 -2.2372 9.9286  0.40
H122 -0.0332 -0.4674 9.6248  0.33
H123 0.9519 -1.5949 8.4818  0.15
H124 -2.0493 -1.6092 8.7326  0.44
H125 -1.0783 -2.6149 7.5849  -0.29
H126 -2.7678 0.9945 3.6325  0.12
H127 -3.6216 1.5539 5.0550  0.51
H128 -3.7616 -0.1586 4.4944  0.34

- energy relative to the best compared isomer or geometry (same formula, charge and spin) (kJ/mol) = 106.9

---

Record 2
The following is a quantum chemistry calculation of one molecule with the formula C4H9NO2, from the OMol25 dataset.

Last column: natural (NBO) charge in e.
Atoms and positions in Å:
C1 -1.1825 1.5342 -0.1872  -0.62
C2 -0.2708 0.3424 0.1932  -0.09
C3 -0.7331 -1.1794 0.1580  -0.07
O1 -0.6962 -1.7480 1.4505  -0.73
N1 0.9589 0.5089 -0.5806  -0.61
C4 1.9873 -0.3420 -0.4006  0.53
O2 2.0100 -1.2018 0.4683  -0.65
H1 -0.7860 2.4438 0.2887  0.22
H2 -2.2135 1.4281 0.1580  0.23
H3 -1.2125 1.7468 -1.2653  0.20
H4 -0.0336 0.4754 1.2543  0.21
H5 -1.7555 -1.3074 -0.2080  0.18
H6 -0.0836 -1.7765 -0.4993  0.18
H7 0.2401 -1.9215 1.6419  0.49
H8 1.0164 1.2188 -1.2970  0.40
H9 2.7997 -0.2214 -1.1371  0.12

- energy relative to the best compared isomer or geometry (same formula, charge and spin) (kJ/mol) = 111.2
- SMILES = C[C@@H](CO)NC=O

---

Quick rundown of E, same order as above: -166723.7665 -9878.9076 eV
Quick rundown of molecular weight, same order as above: 1665.68 103.12 g/mol
Quick rundown of E_LUMO, same order as above: 0.5 0.8 eV